Arrangement i

The following is a quantum chemistry calculation of a cluster of 3 separate species, C7H14O2 in total, from the Open Molecules 2025 dataset.

## Properties
* frontier orbital gap: 9.273 eV

Structure (ORCA input):
```
! wB97M-V def2-TZVPD RIJCOSX def2/J DEFGRID3
* xyz 0 1
C -0.93 1.96 0.23
C -1.57 0.07 -1.87
C -0.20 0.17 -1.23
O 0.08 1.35 -0.57
O 0.80 -0.26 -1.89
H -1.77 2.31 -0.36
H -1.28 1.28 1.01
H -0.45 2.82 0.71
H -2.38 0.08 -1.15
H -1.62 -0.84 -2.46
H -1.69 0.93 -2.54
C 2.34 -0.66 0.17
C -0.55 -1.37 0.29
C 1.34 -0.57 1.14
C 0.97 -0.21 2.33
H 2.98 0.22 0.11
H 1.73 -0.52 -0.93
H 2.87 -1.61 0.14
H -0.82 -1.94 -0.60
H -0.10 -2.13 0.93
H -1.40 -0.97 0.83
H -0.06 -0.21 2.68
H 1.73 0.12 3.04
*
```

=====

Arrangement ii

The following is a quantum chemistry calculation of a structure of composition C7H14O2, from the Open Molecules 2025 dataset.

## Properties
* frontier orbital gap: 9.799 eV

Structure (ORCA input):
```
! wB97M-V def2-TZVPD RIJCOSX def2/J DEFGRID3
* xyz 0 1
C 0.91 -0.08 -0.37
C -1.44 0.06 0.81
C 1.04 -1.52 -0.01
C 1.47 0.31 -1.70
C 1.36 0.92 1.10
C -2.31 -0.73 -0.16
C -0.27 0.75 0.00
O -2.15 1.11 1.41
O -0.59 1.78 -0.62
H -2.12 1.84 0.76
H -1.06 -0.57 1.61
H 2.10 -1.80 -0.04
H 0.69 -1.75 1.00
H 0.52 -2.14 -0.74
H 0.74 0.04 -2.47
H 2.45 -0.13 -1.89
H 1.54 1.40 -1.78
H 2.16 0.30 1.51
H 0.79 1.13 2.01
H 1.79 1.84 0.73
H -1.81 -1.63 -0.52
H -3.23 -1.02 0.35
H -2.58 -0.12 -1.02
*
```

=====

Arrangement iii

The following is a quantum chemistry calculation of an isolated molecule of C7H14O2, from the Open Molecules 2025 dataset.

## Properties
* SMILES: CC(C)[C@H]1C[C@@H]1C(O)O
* frontier orbital gap: 9.281 eV

Structure (ORCA input):
```
! wB97M-V def2-TZVPD RIJCOSX def2/J DEFGRID3
* xyz 0 1
C 1.77 -0.89 1.79
C 0.92 -1.00 0.52
C -0.16 -2.06 0.66
C 0.26 0.48 0.29
C 1.08 1.50 -0.34
C -0.28 0.50 -1.08
C -1.72 0.82 -1.33
O -1.88 1.59 -2.51
O -2.27 1.49 -0.22
H 2.54 -0.13 1.67
H 1.15 -0.62 2.65
H 2.22 -1.86 2.01
H 1.56 -1.21 -0.33
H -0.94 -1.73 1.35
H -0.67 -2.22 -0.29
H 0.27 -2.99 1.03
H -0.40 0.73 1.12
H 1.23 2.37 0.28
H 1.93 1.34 -0.99
H 0.17 -0.05 -1.89
H -2.29 -0.10 -1.54
H -1.29 2.35 -2.44
H -3.19 1.69 -0.41
*
```

=====

Of them, arrangement i has the lowest stability.

=====

Arrangement i

The following is a quantum chemistry calculation of a cluster of 7 separate species, C14H42O7 in total, from the Open Molecules 2025 dataset.

## Properties
* SMILES: CCO.CCO.CCO.CCO.CCO.CCO.CCO
* frontier orbital gap: 10.155 eV

Structure (ORCA input):
```
! wB97M-V def2-TZVPD RIJCOSX def2/J DEFGRID3
* xyz 0 1
C 15.04 9.95 -11.89
C 14.09 9.34 -12.92
O 13.92 10.25 -14.00
H 15.31 9.23 -11.11
H 14.60 10.79 -11.35
H 15.98 10.33 -12.31
H 13.17 9.10 -12.38
H 14.54 8.44 -13.31
H 13.41 11.00 -13.68
C 19.67 4.79 -8.05
C 18.33 5.48 -7.99
O 17.25 4.61 -8.31
H 19.78 4.27 -9.01
H 19.80 4.08 -7.24
H 20.49 5.52 -8.03
H 18.28 6.28 -8.74
H 18.17 5.98 -7.03
H 17.39 3.78 -7.86
C 14.50 3.48 -16.21
C 15.42 2.62 -15.38
O 14.76 2.13 -14.20
H 15.05 3.89 -17.06
H 14.14 4.33 -15.63
H 13.67 2.91 -16.63
H 16.25 3.24 -15.01
H 15.85 1.79 -15.94
H 14.05 1.53 -14.48
C 16.98 6.64 -15.44
C 16.65 7.97 -16.05
O 17.89 8.48 -16.61
H 17.71 6.65 -14.64
H 17.40 6.04 -16.25
H 16.08 6.10 -15.10
H 16.30 8.73 -15.34
H 15.92 7.89 -16.85
H 17.87 9.44 -16.54
C 16.13 6.08 -11.45
C 16.03 4.67 -11.90
O 14.92 4.53 -12.79
H 16.09 6.78 -12.29
H 17.05 6.29 -10.91
H 15.31 6.38 -10.80
H 15.91 4.01 -11.03
H 16.95 4.33 -12.40
H 14.95 3.62 -13.11
C 14.25 4.69 -6.37
C 14.58 6.03 -6.99
O 13.40 6.85 -7.04
H 13.88 4.80 -5.35
H 15.13 4.05 -6.38
H 13.50 4.21 -7.00
H 14.85 5.88 -8.03
H 15.38 6.56 -6.47
H 13.38 7.45 -6.29
C 11.42 2.16 -13.50
C 11.79 0.70 -13.67
O 12.52 0.58 -14.92
H 10.49 2.27 -12.95
H 11.31 2.63 -14.48
H 12.21 2.71 -12.98
H 10.90 0.08 -13.70
H 12.46 0.40 -12.86
H 12.57 -0.36 -15.15
*
```

=====

Arrangement ii

The following is a quantum chemistry calculation of a cluster of 7 separate species, C14H42O7 in total, from the Open Molecules 2025 dataset.

## Properties
* SMILES: CCO.CCO.CCO.CCO.CCO.CCO.CCO
* frontier orbital gap: 9.935 eV

Structure (ORCA input):
```
! wB97M-V def2-TZVPD RIJCOSX def2/J DEFGRID3
* xyz 0 1
C 3.51 -6.51 -1.00
C 2.37 -5.52 -0.60
O 2.48 -4.40 -1.53
H 3.72 -7.36 -0.35
H 4.42 -5.92 -0.94
H 3.37 -6.84 -2.03
H 2.32 -5.06 0.38
H 1.41 -6.03 -0.66
H 2.59 -3.71 -0.87
C 1.57 5.23 1.17
C 0.53 4.11 1.46
O 0.98 2.89 1.87
H 2.06 5.50 2.10
H 1.06 6.06 0.68
H 2.30 4.79 0.49
H 0.08 3.84 0.50
H -0.31 4.48 2.05
H 0.43 2.18 1.54
C -3.94 2.50 3.61
C -4.27 1.94 2.29
O -3.21 2.39 1.43
H -3.17 1.90 4.10
H -4.76 2.47 4.33
H -3.67 3.55 3.71
H -5.21 2.24 1.83
H -4.36 0.85 2.35
H -2.47 1.92 1.81
C -4.55 5.19 -1.40
C -4.53 3.74 -1.82
O -3.29 3.18 -1.40
H -4.34 5.28 -0.33
H -5.54 5.60 -1.56
H -3.90 5.86 -1.96
H -4.58 3.62 -2.90
H -5.38 3.23 -1.38
H -3.27 3.06 -0.45
C 3.22 -3.32 3.13
C 2.54 -2.53 2.04
O 3.13 -2.80 0.85
H 2.84 -3.08 4.12
H 4.30 -3.20 3.12
H 3.05 -4.40 3.07
H 2.74 -1.47 2.21
H 1.49 -2.81 1.97
H 4.02 -2.48 1.03
C 2.40 -1.82 -4.08
C 0.96 -1.69 -4.58
O 0.04 -2.40 -3.74
H 2.66 -2.86 -4.30
H 2.50 -1.63 -3.01
H 3.01 -1.08 -4.58
H 0.82 -1.94 -5.63
H 0.68 -0.63 -4.57
H 0.15 -3.35 -3.69
C 0.13 -0.75 -0.73
C 0.06 -0.18 0.68
O -0.69 0.98 0.82
H 0.61 -0.10 -1.46
H -0.87 -1.05 -1.06
H 0.55 -1.75 -0.81
H 1.07 0.03 1.03
H -0.36 -0.95 1.33
H -1.53 0.98 0.36
*
```

=====

Of them, arrangement ii has the lowest stability.

=====

Arrangement i

The following is a quantum chemistry calculation of a cluster of 7 separate species, C14H42O7 in total, from the Open Molecules 2025 dataset.

## Properties
* SMILES: CCO.CCO.CCO.CCO.CCO.CCO.CCO
* frontier orbital gap: 10.223 eV

Structure (ORCA input):
```
! wB97M-V def2-TZVPD RIJCOSX def2/J DEFGRID3
* xyz 0 1
C 17.77 -0.38 4.38
C 17.94 -1.23 3.13
O 16.74 -1.97 2.87
H 18.59 0.33 4.45
H 17.46 -0.98 5.23
H 16.89 0.25 4.18
H 18.77 -1.94 3.25
H 18.08 -0.61 2.24
H 16.84 -2.90 3.11
C 13.28 10.01 3.01
C 13.39 8.67 3.67
O 12.10 8.15 3.94
H 12.75 10.00 2.05
H 14.27 10.46 2.87
H 12.71 10.70 3.64
H 13.96 8.71 4.61
H 13.94 7.99 3.00
H 12.21 7.24 4.26
C 13.97 3.30 9.00
C 12.91 3.89 9.90
O 13.29 3.64 11.24
H 13.75 3.27 7.93
H 14.24 2.28 9.30
H 14.89 3.87 9.13
H 11.91 3.51 9.64
H 12.81 4.97 9.70
H 12.50 3.62 11.79
C 13.30 0.09 2.56
C 14.57 0.77 2.00
O 15.29 -0.15 1.19
H 12.51 0.10 1.82
H 13.03 0.59 3.49
H 13.45 -0.96 2.82
H 15.17 1.23 2.79
H 14.25 1.63 1.41
H 15.63 -0.87 1.75
C 17.18 3.49 6.25
C 18.28 4.49 6.66
O 17.71 5.76 6.93
H 16.71 3.91 5.36
H 16.49 3.37 7.08
H 17.62 2.54 5.95
H 19.03 4.58 5.87
H 18.84 4.16 7.53
H 17.47 6.16 6.09
C 11.44 6.42 7.60
C 9.95 6.13 7.65
O 9.71 5.17 6.58
H 11.85 6.96 8.46
H 11.66 6.93 6.67
H 11.91 5.43 7.65
H 9.36 6.99 7.35
H 9.66 5.72 8.62
H 8.88 5.40 6.16
C 13.83 3.21 4.43
C 13.84 4.61 5.05
O 12.66 5.31 4.64
H 12.86 2.75 4.62
H 14.60 2.59 4.91
H 14.11 3.24 3.38
H 14.66 5.19 4.62
H 13.99 4.61 6.13
H 11.93 4.71 4.83
*
```

=====

Arrangement ii

The following is a quantum chemistry calculation of a cluster of 7 separate species, C14H42O7 in total, from the Open Molecules 2025 dataset.

## Properties
* SMILES: CCO.CCO.CCO.CCO.CCO.CCO.CCO
* frontier orbital gap: 9.868 eV

Structure (ORCA input):
```
! wB97M-V def2-TZVPD RIJCOSX def2/J DEFGRID3
* xyz 0 1
C 2.79 -1.06 -2.15
C 4.15 -0.44 -2.04
O 4.93 -0.98 -0.85
H 2.88 -2.26 -2.06
H 2.57 -0.97 -3.17
H 1.93 -0.80 -1.32
H 4.00 0.58 -1.69
H 4.70 -0.68 -2.99
H 5.81 -0.56 -0.91
C -3.90 3.71 1.98
C -4.64 3.60 0.63
O -3.94 2.79 -0.25
H -2.80 4.13 1.66
H -3.94 2.88 2.40
H -4.36 4.39 2.64
H -5.02 4.58 0.10
H -5.59 3.04 0.88
H -4.60 2.50 -0.95
C 2.67 3.45 0.56
C 3.00 5.00 0.42
O 2.49 5.39 -0.85
H 2.85 3.07 1.41
H 2.99 3.13 -0.25
H 1.60 3.38 0.71
H 4.02 5.13 0.63
H 2.62 5.55 1.26
H 3.11 6.25 -1.00
C 0.04 0.27 1.18
C -0.86 1.19 0.44
O -2.19 0.94 0.59
H 1.02 0.48 0.97
H -0.17 -0.55 0.76
H -0.29 0.36 2.24
H -0.53 1.22 -0.57
H -0.64 2.15 0.80
H -2.82 1.60 0.34
C -5.25 -2.66 -1.16
C -4.65 -1.66 -0.24
O -3.31 -1.34 -0.68
H -5.16 -2.21 -2.17
H -6.32 -3.13 -1.07
H -4.57 -3.66 -0.99
H -4.59 -2.05 0.70
H -5.25 -0.79 -0.32
H -3.03 -0.61 -0.26
C 0.09 -4.49 -2.41
C -0.69 -3.25 -1.98
O -2.09 -3.64 -1.95
H -0.08 -5.40 -1.72
H 1.17 -4.21 -2.61
H -0.23 -4.81 -3.36
H -0.63 -2.57 -2.89
H -0.25 -2.77 -1.07
H -2.77 -2.96 -1.73
C 3.41 -1.45 2.76
C 4.13 -2.74 2.34
O 4.08 -3.56 3.36
H 3.45 -0.68 2.05
H 4.22 -0.81 3.42
H 2.33 -1.69 3.21
H 5.11 -2.49 2.13
H 3.79 -3.07 1.47
H 3.23 -3.77 3.62
*
```

=====

Arrangement iii

The following is a quantum chemistry calculation of a cluster of 7 separate species, C14H42O7 in total, from the Open Molecules 2025 dataset.

## Properties
* SMILES: CCO.CCO.CCO.CCO.CCO.CCO.CCO
* frontier orbital gap: 10.169 eV

Structure (ORCA input):
```
! wB97M-V def2-TZVPD RIJCOSX def2/J DEFGRID3
* xyz 0 1
C -1.34 -2.22 -1.96
C 0.11 -1.89 -2.00
O 0.31 -1.01 -3.07
H -2.00 -1.39 -1.68
H -1.46 -3.04 -1.25
H -1.65 -2.64 -2.91
H 0.63 -2.83 -2.21
H 0.60 -1.46 -1.13
H 0.05 -0.15 -2.71
C 4.85 -4.01 3.35
C 5.63 -2.72 3.02
O 5.70 -1.93 4.14
H 5.45 -4.66 3.98
H 4.74 -4.52 2.39
H 3.91 -3.83 3.87
H 5.19 -2.14 2.21
H 6.63 -3.04 2.71
H 5.03 -1.24 4.10
C 1.91 2.85 7.53
C 1.37 3.18 6.05
O 1.80 2.26 5.11
H 1.63 1.84 7.84
H 1.29 3.51 8.13
H 2.97 3.09 7.46
H 1.58 4.18 5.68
H 0.28 3.18 6.08
H 1.04 2.19 4.53
C -2.41 -2.96 6.63
C -1.37 -3.54 7.61
O -1.71 -4.83 7.80
H -2.34 -3.36 5.62
H -2.35 -1.87 6.66
H -3.43 -3.10 6.99
H -1.49 -2.97 8.53
H -0.36 -3.64 7.21
H -2.28 -4.77 8.57
C 1.40 5.30 -0.30
C -0.17 5.24 0.06
O -0.64 3.94 0.19
H 1.58 4.78 -1.24
H 2.09 4.93 0.45
H 1.51 6.38 -0.43
H -0.74 5.70 -0.74
H -0.48 5.85 0.90
H -1.47 3.95 0.68
C -4.60 3.09 -5.68
C -5.25 3.33 -7.07
O -6.51 3.88 -6.83
H -4.66 3.96 -5.03
H -3.52 2.98 -5.80
H -5.01 2.24 -5.14
H -5.31 2.41 -7.65
H -4.69 4.10 -7.61
H -7.14 3.38 -7.35
C -0.24 -3.22 -8.47
C 1.08 -2.68 -8.88
O 2.03 -2.67 -7.86
H -0.05 -3.96 -7.69
H -0.77 -3.69 -9.30
H -0.98 -2.53 -8.07
H 0.98 -1.64 -9.19
H 1.43 -3.31 -9.70
H 1.65 -2.24 -7.09
*
```

=====

Of them, arrangement ii has the lowest stability.